Entry 1:
Computed, not measured: C31H53BrNP3Sr as an isolated structure in a non-equilibrium geometry, with wB97M-V/def2-TZVPD.

Element x y z (Å)
1 C -0.7912 7.2135 -5.9515
2 C -1.0110 5.8359 -6.1644
3 C -1.2721 5.3973 -7.4835
4 C -1.2381 6.3499 -8.5123
5 N -0.9940 7.6342 -8.3046
6 C -0.7844 8.0596 -7.0712
7 C -0.9415 4.8868 -5.0613
8 C -0.8030 4.0504 -4.1677
9 C -0.3768 3.1055 -3.1833
10 C 0.7200 3.3231 -2.3526
11 C 1.3316 2.2525 -1.6978
12 C 0.9511 0.9246 -2.0178
13 C -0.0502 0.7524 -2.9969
14 C -0.9533 1.8012 -3.2254
15 Sr -1.8154 0.4456 -0.9023
16 P 1.7725 -0.7639 -1.5378
17 H -1.4774 4.3485 -7.7119
18 H -0.6095 7.6186 -4.9530
19 H -1.4131 6.0425 -9.5348
20 H -0.5953 9.1188 -6.9426
21 H -1.9356 1.5621 -3.6814
22 H 1.1412 4.3281 -2.2992
23 H -0.1340 -0.1595 -3.6170
24 H 2.1312 2.5202 -1.0042
25 C 2.0463 -2.2935 -0.4506
26 C 2.8911 -3.3659 -1.0931
27 H 1.0588 -2.6757 -0.1409
28 H 2.5387 -1.8977 0.4511
29 H 3.0402 -4.1706 -0.3669
30 H 2.4088 -3.8131 -1.9670
31 H 3.8783 -2.9861 -1.3889
32 C 2.0287 -1.3403 -3.2419
33 C 2.9895 -0.4264 -3.9589
34 H 1.0913 -1.4630 -3.8050
35 H 2.4251 -2.3568 -3.1867
36 H 2.9012 -0.6195 -5.0312
37 H 2.7776 0.6363 -3.7937
38 H 4.0172 -0.6316 -3.6442
39 C 3.2439 0.1281 -0.9359
40 C 4.5638 -0.6158 -0.8309
41 H 2.9037 0.4915 0.0518
42 H 3.3729 1.0025 -1.5913
43 H 5.2814 0.1492 -0.5022
44 H 4.5974 -1.4270 -0.0856
45 H 4.9038 -1.0075 -1.8052
46 Br -0.5408 -1.2206 1.0682
47 P -2.5422 -3.0758 -3.7763
48 C -0.7253 -3.3597 -3.8043
49 C -0.3543 -4.7900 -4.1987
50 H -0.3257 -3.1024 -2.8144
51 H -0.3002 -2.6545 -4.5276
52 H 0.7054 -4.8503 -4.4698
53 H -0.5384 -5.4802 -3.3689
54 H -0.9354 -5.1322 -5.0640
55 C -3.0285 -2.6683 -2.0393
56 C -4.3017 -3.4711 -1.7652
57 H -3.2187 -1.5794 -1.9425
58 H -2.2009 -2.9522 -1.3741
59 H -4.4458 -3.5965 -0.6925
60 H -5.1823 -2.9639 -2.1727
61 H -4.2507 -4.4689 -2.2220
62 C -2.7305 -1.4798 -4.6472
63 C -2.9934 -1.6784 -6.1397
64 H -1.8270 -0.8804 -4.4908
65 H -3.5654 -0.9512 -4.1708
66 H -3.3566 -0.7460 -6.5808
67 H -2.0743 -1.9649 -6.6600
68 H -3.7419 -2.4560 -6.3252
69 C -1.9045 2.8941 1.1708
70 C -0.4022 2.9979 1.4966
71 P 0.3607 1.4050 2.0067
72 C 2.1233 1.8793 2.2031
73 C 2.3432 3.0122 3.2184
74 C -0.1672 1.2122 3.7834
75 C 0.7215 0.2616 4.5766
76 H -2.1209 2.7975 0.0738
77 H -2.3833 3.8480 1.4432
78 H -2.4018 2.0915 1.7491
79 H 0.1665 3.3481 0.6172
80 H -0.2095 3.7268 2.3010
81 H 2.6387 0.9555 2.5330
82 H 2.5478 2.1372 1.2122
83 H 2.0140 2.7054 4.2212
84 H 3.4165 3.2559 3.2816
85 H 1.8158 3.9332 2.9213
86 H -0.2581 2.1818 4.2876
87 H -1.1745 0.7933 3.7096
88 H 1.7575 0.6220 4.6720
89 H 0.3229 0.1314 5.5977
90 H 0.7346 -0.7320 4.0991

Values from the calculation:
* total energy: -4895.903975 a.u.
* highest occupied orbital energy: -12.03 eV
* charge: +2
* gap between HOMO and LUMO: 0.190 hartree
* LUMO energy: -6.86 eV

Atomic partial charges in e from the Mulliken method, atoms 1 to 4: -0.421, 0.608, -0.375, -0.371



Entry 2:
Computed, not measured: C10H14BBrN6Pd as an isolated structure in a non-equilibrium geometry, with wB97M-V/def2-TZVPD.

Element x y z (Å)
1 H -2.4705 -2.6365 1.2776
2 N -2.1291 -1.2725 -0.3522
3 B -1.9533 -0.3980 -2.9044
4 N -2.3961 -1.3838 -1.7471
5 C -3.3733 -2.2916 -1.8959
6 Pd -2.5552 0.1812 1.0151
7 H -3.8779 -2.3848 -2.8661
8 C -3.5462 -2.9624 -0.6886
9 H -4.2814 -3.7084 -0.4993
10 C -2.6903 -2.3594 0.2637
11 H -2.7366 -0.4911 -3.8184
12 C 3.8009 1.3276 1.2611
13 H 3.7639 2.1481 1.9860
14 H 2.8216 1.2316 0.7780
15 H 4.5705 1.5182 0.5002
16 N -0.4860 -0.5952 -3.4684
17 N -2.2136 0.9264 -2.1058
18 N 0.5169 -0.5610 -2.5500
19 N -1.8914 1.1615 -0.7479
20 C 0.0634 -0.8034 -4.7059
21 C -2.9240 1.9777 -2.5574
22 H -0.5369 -0.8910 -5.5801
23 H -3.4183 1.9381 -3.5348
24 C 1.4569 -0.8729 -4.5691
25 C -2.8575 2.9856 -1.5934
26 C 1.6805 -0.7480 -3.1733
27 C -2.1464 2.4638 -0.5018
28 H 2.2062 -0.9956 -5.3224
29 H -3.3269 3.9439 -1.6564
30 H 2.6028 -0.8000 -2.6009
31 H -1.8012 2.9396 0.4057
32 H 4.0178 0.4159 1.7708
33 Br -2.2112 1.2743 3.2190

Values from the calculation:
* total energy: -3444.681087 a.u.
* expectation value of S²: 2.0085
* highest occupied orbital energy (spin up / spin down): -8.67 / -8.67 eV
* spin multiplicity: 3
* gap between HOMO and LUMO (spin up / spin down): 0.320 / 0.200 hartree
* LUMO energy (spin up / spin down): 0.05 / -3.22 eV

Atomic partial charges in e from the natural (NBO) method, atoms 1 to 4: 0.241, -0.336, 0.594, -0.307



Entry 3:
Computed, not measured: C6H9N as an isolated structure in a non-equilibrium geometry, with wB97M-V/def2-TZVPD.

Element x y z (Å)
1 C 1.8817 0.9261 0.4460
2 C 1.1292 -0.3067 0.6862
3 C -0.4036 -0.3734 0.9318
4 C -0.8706 -1.1771 -0.3163
5 C -0.4055 0.1227 -1.0252
6 C -0.9624 0.8686 0.1983
7 N 1.0736 0.0862 -0.7360
8 H 1.8786 0.2056 -1.3168
9 H 1.2859 1.8261 0.6076
10 H 1.6536 -1.2380 0.9149
11 H -0.7021 -0.6344 1.9485
12 H -0.3262 -2.0908 -0.5682
13 H -1.9539 -1.3465 -0.3540
14 H -0.6548 0.3801 -2.0567
15 H -0.5692 1.8589 0.4310
16 H -2.0543 0.8925 0.2089

Values from the calculation:
* total energy: -288.590211 a.u.
* highest occupied orbital energy: -7.47 eV
* gap between HOMO and LUMO: 0.310 hartree
* LUMO energy: 0.96 eV

Atomic partial charges in e from the natural (NBO) method, atoms 1 to 4: -0.374, -0.110, -0.237, -0.395



Entry 4:
Computed, not measured: a 8-piece molecular cluster, C13H43N11O8 overall in a non-equilibrium geometry, with wB97M-V/def2-TZVPD.

Element x y z (Å)
1 C -4.6947 -2.5977 1.3722
2 O -3.9916 -1.3504 1.3557
3 C -3.1803 -1.3934 0.2198
4 C -3.8476 -1.1628 -1.1733
5 C -2.7044 -1.0636 -2.1998
6 N -4.6386 0.0377 -1.0204
7 H -5.4172 -2.5460 2.1831
8 H -4.0339 -3.4492 1.5419
9 H -5.2113 -2.7629 0.4228
10 H -2.5221 -0.5107 0.3224
11 H -2.5651 -2.3134 0.2398
12 H -4.4191 -2.0438 -1.4799
13 H -3.1656 -0.9651 -3.1956
14 H -2.0459 -1.9260 -2.1679
15 H -2.2840 -0.0905 -1.9452
16 H -5.3533 -0.1069 -0.3034
17 H -5.1793 0.2147 -1.8675
18 N -2.9678 2.7219 0.3190
19 C -3.6462 3.8133 -0.2043
20 N -4.7132 3.4044 -1.0452
21 O -3.3510 4.9415 0.0490
22 H -3.4577 1.8562 0.2506
23 H -2.2347 2.8226 1.0132
24 H -4.5281 2.4572 -1.3577
25 H -4.7386 3.9379 -1.8877
26 N 4.9881 1.4649 -2.9368
27 C 3.7388 1.2310 -3.4280
28 N 3.4626 -0.1232 -3.5225
29 O 3.0580 2.1401 -3.8156
30 H 5.3113 0.7797 -2.2879
31 H 5.2914 2.4081 -2.8545
32 H 2.6386 -0.4559 -3.9601
33 H 4.3215 -0.5949 -3.7119
34 N 3.5513 -4.4370 -1.4954
35 C 2.6029 -4.2901 -0.4706
36 N 3.1492 -3.5158 0.5560
37 O 1.4698 -4.7096 -0.4976
38 H 4.5090 -4.1703 -1.4043
39 H 3.3614 -4.9792 -2.3112
40 H 2.5598 -3.3920 1.3528
41 H 4.1364 -3.5180 0.6885
42 N 3.9937 4.3285 0.8422
43 C 3.9530 3.2734 -0.0832
44 N 3.3190 3.8065 -1.2192
45 O 4.3012 2.1132 -0.0266
46 H 3.8026 5.1529 0.3219
47 H 4.6807 4.2968 1.5572
48 H 2.5454 4.3668 -0.9712
49 H 3.3998 3.3688 -2.1145
50 N -0.2196 1.4538 2.7582
51 C 0.5213 2.6477 2.7499
52 N 0.8387 3.0223 1.4701
53 O 0.8979 3.2496 3.7463
54 H -0.5919 1.2922 3.6768
55 H -0.7465 1.1423 1.9677
56 H 1.6314 3.6475 1.4795
57 H 0.7268 2.2759 0.8155
58 C -1.0062 -2.2801 2.6905
59 C -0.2844 -3.0415 3.8593
60 O 0.7780 -3.8031 3.3135
61 H -1.8340 -1.7073 3.1176
62 H -1.3739 -2.9014 1.8724
63 H -0.2712 -1.5963 2.2781
64 H -1.0289 -3.6946 4.3673
65 H 0.0641 -2.2989 4.5726
66 H 0.3634 -4.1035 2.4906
67 C 1.8596 -0.1705 -0.2335
68 C 0.5022 -0.1831 -0.7918
69 O -0.2777 0.9600 -0.3360
70 H 2.3683 0.7150 -0.6042
71 H 2.4605 -1.0359 -0.4490
72 H 1.8693 -0.0304 0.8473
73 H -0.0832 -1.0166 -0.4127
74 H 0.4591 -0.3160 -1.8882
75 H -0.8774 1.3028 -1.0070

Values from the calculation:
* total energy: -1725.486629 a.u.
* highest occupied orbital energy: -9.48 eV
* gap between HOMO and LUMO: 0.357 hartree
* SMILES: COC[C@H](C)N.NC(N)=O.NC(N)=O.NC(N)=O.NC(N)=O.NC(N)=O.CCO.CCO
* LUMO energy: 0.24 eV

Atomic partial charges in e from the Mulliken method, atoms 1 to 4: -0.696, -0.421, 0.301, -0.019